No. 1
{"formula": "C3H3NO3", "method": "ωB97M-V/def2-TZVPD", "symbols": ["H", "N", "C", "C", "O", "O", "C", "O", "H", "H"], "coordinates": [[2.18, -0.37, 0.35], [1.50, 0.08, 0.96], [0.44, 0.37, 0.35], [-0.69, 1.03, 1.08], [-1.69, 1.42, 0.54], [0.23, 0.19, -1.01], [-0.35, -0.99, -1.37], [-0.54, -1.91, -0.63], [-0.50, 1.13, 2.17], [-0.59, -0.95, -2.44]], "mulliken_charge": [0.2752, -0.5713, 0.6132, 0.0143, -0.4522, -0.2947, 0.1439, -0.4522, 0.3694, 0.3544], "smiles": "[H]/N=C(/C=O)OC=O", "lumo_energy_ev": -0.4, "de_lowest_ev": 1.568, "gap_ev": 10.35, "e_tot_ha": -396.56683}

No. 2
{"formula": "C3H3NO3S", "method": "ωB97M-V/def2-TZVPD", "symbols": ["O", "C", "O", "C", "N", "O", "C", "S", "H", "H", "H"], "coordinates": [[3.31, -0.30, -0.12], [2.09, -0.36, -0.08], [1.49, -1.51, 0.15], [1.44, 1.09, -0.08], [0.25, 1.54, 0.00], [-0.58, 0.34, 0.24], [-1.86, 0.61, 0.10], [-2.91, -0.58, -0.14], [0.61, -1.31, 0.35], [2.27, 1.75, -0.31], [-1.87, 1.79, 0.32]], "mulliken_charge": [-0.5122, 0.5445, -0.4522, 0.1239, -0.4717, -0.1473, 0.0468, -0.2917, 0.4610, 0.3921, 0.3067], "smiles": "O=C(O)/C=N\\OC=S", "lumo_energy_ev": -0.6, "de_lowest_ev": 3.663, "gap_ev": 8.97, "e_tot_ha": -794.67561}

No. 3
{"formula": "C3H3NO4", "method": "ωB97M-V/def2-TZVPD", "symbols": ["O", "C", "O", "N", "O", "C", "C", "O", "H", "H", "H"], "coordinates": [[-1.85, -1.47, 0.00], [-0.79, -0.76, -0.10], [0.45, -1.16, 0.04], [1.36, -0.08, 0.36], [2.49, 0.17, -0.34], [0.51, 0.98, 0.18], [-0.72, 0.71, -0.02], [-1.87, 1.39, -0.08], [3.23, -0.51, -0.08], [1.06, 1.98, 0.63], [-1.57, 2.23, -0.37]], "mulliken_charge": [-0.6052, 0.4934, -0.1969, 0.1532, -0.3871, -0.3795, 0.4359, -0.4666, 0.3697, 0.2494, 0.3337], "smiles": "O=c1on(O)cc1O", "lumo_energy_ev": 0.2, "de_lowest_ev": 5.829, "gap_ev": 9.62, "e_tot_ha": -471.65895}

No. 4
{"formula": "C3H3NO4", "method": "ωB97M-V/def2-TZVPD", "symbols": ["O", "C", "O", "C", "N", "O", "C", "O", "H", "H", "H"], "coordinates": [[-1.50, -1.80, 1.87], [-1.79, -1.96, 0.69], [-1.10, -1.40, -0.36], [0.00, -0.68, 0.00], [0.43, 0.21, -0.79], [1.50, 0.85, -0.08], [1.50, 2.14, -0.35], [0.90, 2.73, -1.17], [-2.57, -2.64, 0.31], [0.58, -1.13, 0.84], [2.37, 2.23, 0.26]], "mulliken_charge": [-0.4636, 0.2065, -0.3017, 0.2752, -0.3747, -0.1546, 0.2575, -0.4408, 0.3563, 0.3389, 0.3010], "smiles": "O=CO/C=N/OC=O", "lumo_energy_ev": 0.3, "de_lowest_ev": 3.727, "gap_ev": 11.24, "e_tot_ha": -471.73619}

No. 5
{"formula": "C3H3NOS", "method": "ωB97M-V/def2-TZVPD", "symbols": ["C", "C", "C", "N", "O", "S", "H", "H", "H"], "coordinates": [[0.71, -0.48, 0.20], [-0.37, 0.34, -0.16], [-1.41, 0.01, -0.95], [1.37, 0.34, 1.11], [-2.32, 0.55, -1.53], [0.19, 1.56, 1.09], [0.92, -1.43, -0.27], [-1.24, -1.03, -1.15], [2.16, 0.13, 1.67]], "mulliken_charge": [-0.4609, 0.3166, 0.1180, -0.1463, -0.5328, -0.0747, 0.3507, 0.2286, 0.2008], "lumo_energy_ev": 0.1, "de_lowest_ev": 2.395, "gap_ev": 9.35, "e_tot_ha": -644.19890}

No. 6
{"formula": "C3H3NOS2", "method": "ωB97M-V/def2-TZVPD", "symbols": ["C", "C", "C", "N", "O", "S", "S", "H", "H", "H"], "coordinates": [[-0.27, -1.26, -0.76], [1.75, -0.43, 0.21], [-0.91, 1.16, 0.57], [0.95, -1.09, -0.38], [2.68, 0.04, 0.73], [-1.59, -0.46, -0.21], [-0.06, 1.86, -0.70], [-0.39, -2.08, -1.62], [-1.90, 1.49, 0.88], [-0.27, 0.77, 1.28]], "mulliken_charge": [0.0996, 0.6841, -0.7155, -0.2910, -0.3793, 0.0337, -0.3585, 0.2795, 0.3198, 0.3275], "lumo_energy_ev": [-1.6, -1.6], "de_lowest_ev": 3.248, "gap_ev": [6.11, 6.11], "e_tot_ha": -1042.37933}

No. 7
{"formula": "C3H3NOS2", "method": "ωB97M-V/def2-TZVPD", "symbols": ["N", "C", "C", "C", "O", "S", "S", "H", "H", "H"], "coordinates": [[0.78, 0.09, -1.78], [0.42, -0.28, -0.55], [-0.71, 0.51, 0.31], [-0.77, 0.31, 1.65], [-1.42, 0.77, 2.55], [0.48, -1.06, 2.16], [1.32, -1.34, 0.34], [0.22, 0.79, -2.17], [1.33, -0.60, -2.42], [-1.64, 0.82, -0.09]], "mulliken_charge": [-0.4327, 0.7016, -0.5930, 0.4073, -0.5728, -0.1523, -0.1253, 0.2410, 0.2480, 0.2783], "smiles": "Nc1cc(=O)ss1", "lumo_energy_ev": [0.0, 0.0], "de_lowest_ev": 1.642, "gap_ev": [8.49, 8.49], "e_tot_ha": -1042.43834}

No. 8
{"formula": "C3H3NS", "method": "ωB97M-V/def2-TZVPD", "symbols": ["C", "C", "S", "C", "N", "H", "H", "H"], "coordinates": [[-0.65, 0.50, -0.64], [0.20, 0.03, 0.47], [0.66, 0.97, 1.93], [0.86, -1.19, 0.48], [1.46, -2.17, 0.57], [-1.15, -0.35, -1.11], [-0.01, 0.97, -1.39], [-1.37, 1.23, -0.30]], "mulliken_charge": [-0.8786, 0.1870, -0.1292, 0.2393, -0.3326, 0.3344, 0.2778, 0.3018], "smiles": "CC(=S)C#N", "lumo_energy_ev": -2.0, "de_lowest_ev": 0.621, "gap_ev": 7.56, "e_tot_ha": -568.99475}

No. 9
{"formula": "C3H3NS2", "method": "ωB97M-V/def2-TZVPD", "symbols": ["C", "C", "C", "N", "S", "S", "H", "H", "H"], "coordinates": [[0.69, 0.32, 1.09], [3.20, -0.18, -0.04], [-0.05, -0.14, -1.22], [0.39, 0.25, -0.09], [3.19, -1.61, 0.60], [3.38, 1.24, -0.68], [0.83, 1.21, 1.65], [-1.12, -0.05, -1.40], [0.73, -0.47, -2.01]], "mulliken_charge": [-0.2492, 0.2906, -0.3475, -0.0622, -0.1584, -0.1742, 0.2484, 0.2690, 0.1835], "lumo_energy_ev": -0.1, "de_lowest_ev": 2.573, "gap_ev": 7.77, "e_tot_ha": -967.12143}

No. 10
{"formula": "C3H3NS2", "method": "ωB97M-V/def2-TZVPD", "symbols": ["N", "C", "S", "S", "H", "C", "C", "H", "H"], "coordinates": [[-0.34, 0.77, 0.68], [0.73, 0.73, 0.27], [2.24, 0.64, -0.49], [3.56, -0.31, 0.72], [3.54, -1.69, 0.59], [-3.39, 1.57, -0.52], [-3.24, 0.44, -0.19], [-3.76, 2.57, -0.46], [-2.91, -0.57, -0.04]], "mulliken_charge": [-0.3004, 0.3262, -0.0461, -0.1700, 0.1843, -0.2719, -0.4419, 0.3339, 0.3859], "smiles": "N#CSS.C#C", "lumo_energy_ev": -0.5, "de_lowest_ev": 2.629, "gap_ev": 9.71, "e_tot_ha": -967.11937}

No. 11
{"formula": "C3H3NS3", "method": "ωB97M-V/def2-TZVPD", "symbols": ["S", "C", "C", "N", "S", "C", "S", "H", "H", "H"], "coordinates": [[-2.91, -0.28, -0.40], [-1.31, -0.01, -0.09], [-0.52, -1.30, 0.07], [0.72, -1.61, -0.11], [1.81, -0.36, -0.55], [1.12, 1.18, 0.08], [-0.61, 1.49, -0.27], [-1.11, -2.19, 0.41], [1.69, 2.00, -0.36], [1.13, 1.08, 1.21]], "mulliken_charge": [-0.2276, 0.3501, -0.1788, -0.3852, 0.0328, -0.5980, -0.0267, 0.3497, 0.3299, 0.3538], "smiles": "S=C1C=NSCS1", "lumo_energy_ev": -1.2, "de_lowest_ev": 1.679, "gap_ev": 7.72, "e_tot_ha": -1365.37569}

No. 12
{"formula": "C3H3NaO2", "method": "ωB97M-V/def2-TZVPD", "symbols": ["C", "C", "H", "H", "H", "Na", "O", "C", "O"], "coordinates": [[-0.64, -0.04, -0.53], [-0.19, -0.64, -1.64], [-1.45, 0.69, -0.56], [-0.55, -0.32, -2.61], [0.55, -1.44, -1.59], [1.35, 0.85, 3.68], [0.58, 1.36, 1.29], [0.72, 0.13, 1.12], [-0.38, -0.60, 0.83]], "mulliken_charge": [-0.0134, -0.6030, 0.3199, 0.2539, 0.2545, 0.8731, -0.4807, -0.4797, -0.1247], "lumo_energy_ev": [-1.1, -1.1], "de_lowest_ev": 3.643, "gap_ev": [5.14, 5.14], "e_tot_ha": -428.77959}

No. 13
{"formula": "C3H3NaO4Tl", "method": "ωB97M-V/def2-TZVPD", "symbols": ["H", "O", "O", "C", "C", "H", "H", "O", "C", "O", "Na", "Tl"], "coordinates": [[-3.23, -0.02, 0.67], [-1.54, 1.21, 0.67], [-0.65, -0.79, -0.93], [-2.12, -0.01, 0.79], [-1.64, -1.02, -0.22], [-1.96, -0.52, 1.77], [-2.07, -2.04, -0.19], [3.75, -0.67, -0.28], [2.71, -0.20, -0.74], [2.32, 0.99, -0.76], [4.47, 1.57, 0.03], [-0.03, 1.51, -0.81]], "mulliken_spin": [-0.0001, 0.0004, -0.0023, 0.0011, 0.0015, -0.0002, 0.0006, 0.1187, 0.7581, 0.1043, 0.0119, 0.0061], "lumo_energy_ev": [-1.1, -1.5], "spin_multiplicity": 2, "de_lowest_ev": 0.000, "gap_ev": [5.93, 5.53], "s_squared": 0.753, "e_tot_ha": -751.81066}

No. 14
{"formula": "C3H3NdO2", "method": "ωB97M-V/def2-TZVPD", "symbols": ["O", "O", "C", "C", "C", "H", "H", "Nd", "H"], "coordinates": [[-0.99, -0.95, 0.92], [-0.11, 0.99, 0.81], [-0.98, -0.62, -0.42], [-0.11, 0.51, -0.55], [-0.26, -0.06, 1.63], [-1.71, -1.07, -1.09], [1.29, 0.17, -0.59], [3.32, -0.30, 0.50], [-0.45, 1.32, -1.21]], "mulliken_spin": [-0.0151, -0.0349, -0.4437, 0.1382, 0.0064, -0.0041, 0.0353, 4.3208, -0.0030], "charge": 1, "lumo_energy_ev": [-5.0, -5.4], "spin_multiplicity": 5, "de_lowest_ev": 4.036, "gap_ev": [5.05, 5.49], "s_squared": 6.288, "e_tot_ha": -827.49026}

No. 15
{"formula": "C3H3O2P", "method": "ωB97M-V/def2-TZVPD", "symbols": ["C", "O", "C", "P", "C", "O", "H", "H", "H"], "coordinates": [[0.08, 0.09, 0.01], [-0.75, 0.14, 1.16], [-1.62, -0.81, 1.28], [-2.55, -0.42, 2.84], [-3.84, -1.27, 3.49], [-4.70, -1.51, 4.23], [0.05, 1.07, -0.45], [-0.27, -0.67, -0.70], [1.10, -0.14, 0.32]], "mulliken_charge": [-0.5416, -0.0135, -0.2012, -0.2220, 0.4743, -0.3061, 0.2326, 0.3395, 0.2381], "smiles": "COC#P=C=O", "lumo_energy_ev": -0.2, "de_lowest_ev": 3.889, "gap_ev": 8.10, "e_tot_ha": -607.78772}

No. 16
{"formula": "C3H3O2Yb", "method": "ωB97M-V/def2-TZVPD", "symbols": ["C", "C", "H", "H", "H", "O", "C", "O", "Yb"], "coordinates": [[0.36, -1.25, -0.15], [0.67, 0.13, -0.65], [1.55, 0.57, -0.16], [1.27, -1.87, -0.05], [0.83, 0.25, -1.74], [-1.62, 0.95, 1.62], [-0.47, 1.20, 1.19], [-0.48, 0.92, -0.24], [-2.10, -0.90, 0.18]], "mulliken_spin": [0.9611, -0.0402, 0.0314, 0.0485, 0.0500, 0.1693, 0.6198, 0.1520, 0.0082], "charge": 1, "lumo_energy_ev": [-5.2, -7.1], "spin_multiplicity": 3, "de_lowest_ev": 2.623, "gap_ev": [6.55, 5.78], "s_squared": 2.013, "e_tot_ha": -1424.83054}

No. 17
{"formula": "C3H3O3", "method": "ωB97M-V/def2-TZVPD", "symbols": ["C", "C", "C", "O", "O", "O", "H", "H", "H"], "coordinates": [[-2.16, 0.12, -0.10], [-0.92, 0.11, 0.28], [1.24, -0.87, 0.01], [-3.30, 0.32, -0.13], [2.03, 0.15, -0.22], [-0.01, -0.84, 0.03], [-0.36, 1.74, 0.41], [1.87, -1.85, 0.12], [1.60, 1.13, -0.40]], "mulliken_charge": [0.7555, -0.5879, 0.5472, -0.1899, -0.3439, -0.1479, 0.2195, 0.3608, 0.3867], "charge": 1, "lumo_energy_ev": -6.2, "de_lowest_ev": 4.486, "gap_ev": 8.43, "e_tot_ha": -341.34375}

No. 18
{"formula": "C3H3O3", "method": "ωB97M-V/def2-TZVPD", "symbols": ["C", "C", "C", "O", "O", "O", "H", "H", "H"], "coordinates": [[-0.07, -0.59, -0.44], [-0.80, -0.45, 1.51], [0.26, 0.68, 0.09], [-0.72, -1.25, 0.56], [-0.28, 0.76, 1.30], [0.84, 1.81, -0.41], [-0.07, -1.03, -1.40], [-1.40, -0.63, 2.37], [0.90, 1.49, -1.32]], "mulliken_charge": [-0.1863, 0.2132, 0.4863, -0.1444, -0.1645, -0.3745, 0.4112, 0.4090, 0.3499], "charge": 1, "lumo_energy_ev": -5.5, "de_lowest_ev": 0.570, "gap_ev": 9.90, "e_tot_ha": -341.48765}

No. 19
{"formula": "C3H3O3Pm", "method": "ωB97M-V/def2-TZVPD", "symbols": ["C", "C", "O", "O", "C", "H", "H", "H", "O", "Pm"], "coordinates": [[-0.79, 0.75, -0.32], [0.95, -0.19, 0.98], [0.22, 0.94, 0.51], [-0.96, -0.36, -0.91], [1.88, -0.79, 0.10], [1.46, 0.09, 1.92], [0.50, -1.29, 1.10], [1.39, -1.47, -0.62], [-1.61, 1.70, -0.47], [-3.03, 0.62, -2.28]], "mulliken_spin": [-0.0188, 0.0069, 0.0050, -0.0039, 0.0024, 0.0019, -0.0089, -0.0056, -0.0040, 5.0251], "charge": 1, "lumo_energy_ev": [-5.8, -5.7], "spin_multiplicity": 6, "de_lowest_ev": 4.051, "gap_ev": [5.07, 5.15], "s_squared": 8.767, "e_tot_ha": -949.75609}

No. 20
{"formula": "C3H3O3S", "method": "ωB97M-V/def2-TZVPD", "symbols": ["C", "C", "C", "O", "O", "O", "S", "H", "H", "H"], "coordinates": [[-1.17, -1.22, 1.38], [0.58, 0.72, -0.90], [0.07, -0.33, 0.93], [-1.23, -2.40, 1.54], [-1.85, -0.23, 1.72], [0.08, 1.08, -2.25], [1.23, 0.40, 1.80], [0.82, 1.71, -0.42], [1.50, 0.11, -1.11], [-0.03, 0.14, -2.69]], "mulliken_charge": [0.5910, -0.4473, 0.1082, -0.6241, -0.5739, -0.5435, -0.3417, 0.2268, 0.2841, 0.3204], "charge": -1, "lumo_energy_ev": 3.5, "de_lowest_ev": 3.399, "gap_ev": 7.35, "e_tot_ha": -739.95031}